This record from the OMol25 dataset describes a structure of composition C37H35BrIrN5O5PS in a non-equilibrium geometry. The level of theory is ωB97M-V/def2-TZVPD.

## Properties
- Orbital gap (spin up / spin down): 4.7 / 4.7 eV
- Lowest unoccupied orbital energy (spin up / spin down): -0.1774 / -0.1758 Ha
- Highest occupied orbital energy (spin up / spin down): -9.49 / -9.50 eV
- M: 964.879 g/mol
- Relative energy (zero: lowest compared OMol25 entry of this formula, charge and spin): 272.59 kJ/mol
- Net charge: +1

XYZ file:
```
86
Properties=species:S:1:pos:R:3:forces:R:3
Ir -1.021757 0.292881 -0.538246 2.320 -1.274 0.496
Br 9.196701 -7.068317 -4.388157 0.133 -0.098 -0.073
C 7.790254 -6.068694 -3.642036 -0.120 0.136 0.083
C 8.000689 -4.724794 -3.337953 0.033 -0.210 -0.060
C 6.976320 -3.984288 -2.789309 -0.226 -0.075 0.057
C 5.739267 -4.591422 -2.549694 0.370 -0.261 -0.065
C 5.539410 -5.932670 -2.867715 0.052 0.186 0.049
C 6.567823 -6.681458 -3.410447 0.140 0.042 -0.048
N 4.624040 -3.930167 -2.005811 -0.245 1.004 0.272
N 4.855109 -2.768588 -1.581597 0.325 -1.215 -0.616
C 3.772137 -2.047501 -1.112307 -0.474 1.145 0.794
C 4.155527 -0.999475 -0.248192 0.188 -1.612 -1.220
C 3.254732 -0.187701 0.372190 -2.430 0.561 0.192
C 1.854485 -0.358408 0.138318 3.403 -2.183 -2.173
O 0.990069 0.293185 0.767358 -4.563 2.159 0.534
C 1.446325 -1.364782 -0.855923 0.917 0.949 1.362
N 0.133100 -1.400006 -1.139204 -0.842 -0.239 -0.247
C -0.326629 -2.311939 -1.984154 -0.174 0.467 0.271
C 0.523818 -3.207610 -2.625588 0.271 -0.129 -0.114
C 1.874527 -3.156659 -2.383479 -0.316 -0.020 -0.135
C 2.378549 -2.224663 -1.454498 0.957 -0.048 0.254
H 8.963029 -4.274753 -3.535828 0.010 0.004 -0.003
H 7.115864 -2.941264 -2.546064 -0.008 0.008 -0.008
H 4.571598 -6.376109 -2.674588 -0.008 0.003 0.005
H 6.427435 -7.724322 -3.655136 0.001 -0.009 -0.004
H 5.216886 -0.883892 -0.074578 0.017 -0.009 -0.007
H 3.563003 0.588124 1.059228 -0.001 0.030 0.011
H -1.395772 -2.291569 -2.158983 0.037 -0.084 -0.016
H 0.114171 -3.918697 -3.328295 -0.017 0.012 -0.004
H 2.547846 -3.819399 -2.898954 0.034 -0.031 0.022
O 0.996286 0.919502 -2.497045 -1.032 0.072 0.680
C 0.105222 1.380107 -1.804451 0.962 0.264 -0.856
C -0.032921 2.895541 -1.766935 -0.200 -0.094 0.170
C 0.827198 3.712689 -2.493912 0.073 -0.107 -0.081
C 0.693254 5.087696 -2.420294 -0.040 -0.005 0.024
C -0.299853 5.657151 -1.625831 0.015 -0.039 -0.016
C -1.163982 4.849180 -0.906404 -0.044 -0.020 0.037
C -1.023940 3.465929 -0.976261 0.029 -0.133 -0.021
P -2.081691 2.243015 -0.171443 -0.229 0.867 0.469
C -2.222144 2.717030 1.577983 0.057 -0.079 0.027
C -1.227095 3.454279 2.217890 0.016 0.020 -0.048
C -1.287976 3.664922 3.590477 -0.023 0.029 -0.013
C -2.336735 3.132164 4.329710 -0.006 0.050 -0.007
C -3.329469 2.393943 3.695225 -0.040 0.033 -0.027
C -3.276585 2.184875 2.323991 -0.065 0.035 0.015
C -3.746449 2.508225 -0.825759 0.019 -0.194 -0.012
C -4.275865 1.605210 -1.739202 -0.015 0.081 -0.063
C -5.535822 1.826529 -2.279909 0.036 -0.064 -0.030
C -6.265037 2.944064 -1.909251 0.009 0.012 0.022
C -5.741342 3.847288 -0.990591 0.010 -0.032 -0.031
C -4.487712 3.629522 -0.448391 0.066 0.024 0.074
H 1.588118 3.250003 -3.108213 0.010 0.020 0.009
H 1.360431 5.726572 -2.983907 0.000 -0.016 0.002
H -0.400478 6.733325 -1.574690 0.000 -0.008 0.001
H -1.938696 5.296335 -0.295894 -0.005 -0.004 0.000
H -0.406305 3.867112 1.643305 0.013 0.003 0.014
H -0.521714 4.251725 4.080579 0.001 -0.009 -0.011
H -2.384708 3.300964 5.397462 0.001 -0.010 -0.006
H -4.153252 1.985467 4.266334 0.006 0.000 -0.001
H -4.045172 1.595067 1.836560 0.011 0.008 0.010
H -3.716894 0.721704 -2.017781 -0.052 -0.028 -0.037
H -5.946962 1.116435 -2.984817 -0.001 0.007 0.000
H -7.248106 3.112850 -2.328756 0.007 -0.008 -0.001
H -6.314292 4.716284 -0.695514 0.011 -0.004 0.005
H -4.093435 4.326008 0.282242 -0.008 -0.005 0.001
C -3.619987 -3.015723 0.971774 -0.021 -0.001 -0.104
S -3.392345 -1.351377 0.430026 -0.019 -0.170 1.046
O -4.475490 -0.561882 0.951036 0.033 0.005 -0.173
O -3.229095 -1.386942 -1.016147 0.508 0.568 -0.624
O -2.066161 -0.944590 1.034672 -0.114 -0.045 -0.070
H -4.552046 -3.376892 0.543327 -0.008 0.001 -0.006
H -3.683368 -3.022670 2.057208 0.004 0.038 -0.011
H -2.782000 -3.615287 0.625101 0.005 0.003 -0.001
N -0.458429 0.285912 5.748685 -0.073 0.015 -0.005
C 0.373271 -0.613650 4.956221 0.030 -0.024 -0.024
C -0.308375 -0.886181 3.623437 0.116 -0.052 -0.032
N -0.732245 0.400759 3.011789 0.041 0.016 -0.068
H 0.072633 0.731219 6.484634 0.001 0.003 0.000
H -1.226473 -0.208663 6.187180 0.019 -0.006 0.024
H -0.993191 1.057687 3.760853 0.002 -0.058 0.005
H 0.585397 -1.573779 5.435699 0.016 0.013 -0.015
H 1.333401 -0.124771 4.779044 -0.012 0.007 -0.007
H -1.201063 -1.499003 3.738276 -0.029 0.044 0.070
H 0.358836 -1.390901 2.928000 -0.036 -0.006 -0.033
H 0.009172 0.799844 2.427237 0.132 -0.097 0.047
H -1.526890 0.243132 2.375068 0.029 -0.130 0.074
```
Positions in Å, forces in eV/Å.

Table of Mulliken atomic charges, one value per atom, all in e: atom 1 (Ir): 2.97, atom 2 (Br): -0.17, atom 3 (C): 0.14, atom 4 (C): -0.60, atom 5 (C): -0.11, atom 6 (C): 0.15, atom 7 (C): -0.27, atom 8 (C): -0.56, atom 9 (N): -0.36, atom 10 (N): -0.17, atom 11 (C): -0.16, atom 12 (C): -0.21, atom 13 (C): -1.45, atom 14 (C): -0.12, atom 15 (O): -0.53, atom 16 (C): 1.16, atom 17 (N): -0.61, atom 18 (C): -0.24, atom 19 (C): -1.13, atom 20 (C): -0.45, atom 21 (C): 0.34, atom 22 (H): 0.40, atom 23 (H): 0.43, atom 24 (H): 0.41, atom 25 (H): 0.40, atom 26 (H): 0.48, atom 27 (H): 0.51, atom 28 (H): 0.55, atom 29 (H): 0.45, atom 30 (H): 0.58, atom 31 (O): -0.59, atom 32 (C): -0.05, atom 33 (C): -0.19, atom 34 (C): -0.47, atom 35 (C): -0.70, atom 36 (C): -0.68, atom 37 (C): -0.15, atom 38 (C): 0.19, atom 39 (P): 1.15, atom 40 (C): 0.41, atom 41 (C): -0.75, atom 42 (C): -0.74, atom 43 (C): -0.80, atom 44 (C): -0.68, atom 45 (C): -0.72, atom 46 (C): 0.78, atom 47 (C): -0.12, atom 48 (C): -0.93, atom 49 (C): -0.54, atom 50 (C): -0.82, atom 51 (C): -0.36, atom 52 (H): 0.56, atom 53 (H): 0.42, atom 54 (H): 0.46, atom 55 (H): 0.38, atom 56 (H): 0.45, atom 57 (H): 0.45, atom 58 (H): 0.44, atom 59 (H): 0.49, atom 60 (H): 0.45, atom 61 (H): 0.27, atom 62 (H): 0.44, atom 63 (H): 0.41, atom 64 (H): 0.43, atom 65 (H): 0.33, atom 66 (C): -1.14, atom 67 (S): 1.17, atom 68 (O): -0.67, atom 69 (O): -0.61, atom 70 (O): -1.13, atom 71 (H): 0.41, atom 72 (H): 0.34, atom 73 (H): 0.34, atom 74 (N): -0.48, atom 75 (C): -0.80, atom 76 (C): -0.45, atom 77 (N): 0.64, atom 78 (H): 0.22, atom 79 (H): 0.19, atom 80 (H): 0.37, atom 81 (H): 0.43, atom 82 (H): 0.38, atom 83 (H): 0.31, atom 84 (H): 0.22, atom 85 (H): 0.37, atom 86 (H): -0.15

=====

This record from the OMol25 dataset describes a cluster of 16 separate species, C2H35O16 in total in a non-equilibrium geometry. The level of theory is ωB97M-V/def2-TZVPD.

## Properties
- Orbital gap: 7.8 eV
- Lowest unoccupied orbital energy: 0.0718 Ha
- Highest occupied orbital energy: -5.83 eV
- M: 315.286 g/mol
- Relative energy (zero: lowest compared OMol25 entry of this formula, charge and spin): 128.62 kJ/mol
- Net charge: -1

XYZ file:
```
53
Properties=species:S:1:pos:R:3:forces:R:3
C -0.245667 0.522024 0.566501 0.579 1.174 1.506
C 0.173009 -0.575880 -0.395408 -0.795 0.544 -0.019
O -0.097370 -0.221899 -1.714384 0.156 0.097 -0.016
H 0.331160 1.455977 0.508002 0.155 -0.164 -0.715
H -0.081305 0.294534 1.631924 -0.165 -0.557 -0.153
H -1.274735 0.860816 0.485242 -0.310 -0.482 -0.263
H -0.412270 -1.457455 -0.078360 0.304 -0.279 -0.047
H 1.233005 -0.778031 -0.184883 -0.018 -0.233 -0.046
O 2.744275 4.103903 1.646274 -0.179 0.117 -0.171
H 3.255628 3.297639 1.694569 0.179 -0.026 0.272
H 1.829823 3.802993 1.542227 0.050 0.309 -0.050
O -0.292177 4.074754 1.435959 0.107 -0.191 0.188
H -0.284186 3.324651 2.044539 -0.122 0.038 -0.108
H -0.860536 4.727845 1.857698 0.030 -0.027 -0.071
O -1.533287 -3.658198 -1.344225 0.022 0.263 0.026
H -2.183455 -3.953716 -1.989518 -0.014 0.117 0.047
H -1.444725 -2.705083 -1.508563 0.116 -0.207 -0.141
O 0.667861 -3.007417 2.449779 0.170 0.572 -0.153
H 0.051914 -3.636199 2.832596 -0.087 0.042 -0.052
H 0.249483 -2.136758 2.599415 -0.004 -0.640 0.126
O 1.073685 -1.855712 -3.726275 0.043 -0.113 -0.035
H 0.350998 -1.854386 -4.362020 0.066 0.100 -0.006
H 0.721463 -1.334687 -2.975901 -0.236 0.054 0.210
O 3.116008 -1.538236 1.501775 -0.155 -0.265 -0.089
H 2.259012 -1.977944 1.624542 0.245 -0.235 0.092
H 3.383272 -1.820877 0.604927 -0.312 0.254 0.261
O -1.795152 2.397219 -1.667272 0.070 -0.307 0.251
H -1.155681 3.119042 -1.667994 0.061 -0.119 0.029
H -1.250918 1.599390 -1.503700 0.116 0.121 -0.456
O 1.614807 2.051749 -1.934330 0.050 -0.288 0.075
H 1.135217 1.187149 -1.896564 -0.257 0.138 -0.030
H 2.352712 1.961558 -1.323868 -0.051 0.080 -0.032
O -2.948826 -3.622391 1.225447 0.077 0.173 0.295
H -2.805686 -4.569121 1.145694 0.068 0.039 -0.101
H -2.329514 -3.238338 0.584546 -0.224 -0.271 -0.114
O -3.434714 2.522795 0.888890 -0.157 -0.042 0.336
H -3.438088 2.190731 1.792658 0.014 -0.031 -0.108
H -2.623580 2.182582 0.490914 -0.007 0.264 -0.330
O 2.812852 1.167014 2.498880 -0.223 -0.047 0.215
H 3.038426 1.448455 1.609652 -0.055 -0.308 -0.159
H 2.652450 0.211688 2.396491 0.357 0.164 -0.191
O -0.364115 0.756103 -4.698098 -0.063 -0.105 0.024
H -1.201658 1.173773 -4.471304 0.084 -0.004 0.144
H -0.023754 0.428602 -3.849636 -0.107 0.133 -0.057
O -3.258078 -0.690895 -1.333205 0.198 0.072 0.108
H -3.731693 0.131978 -1.163475 0.095 -0.030 -0.029
H -2.328157 -0.419509 -1.437507 0.069 0.003 -0.204
O -1.023086 -1.171163 3.623999 -0.384 0.295 0.190
H -1.073929 -0.803609 4.513254 0.099 -0.046 -0.093
H -1.853570 -0.920191 3.198875 0.122 -0.140 -0.058
O 3.471074 -1.408204 -1.289971 0.213 0.234 0.099
H 2.701579 -0.859930 -1.508126 0.053 -0.250 -0.166
H 4.130200 -0.779134 -0.970686 -0.044 0.011 -0.230
```
Positions in Å, forces in eV/Å.

Table of Mulliken atomic charges, one value per atom, all in e: atom 1 (C): -0.26, atom 2 (C): 1.00, atom 3 (O): -0.20, atom 4 (H): 0.27, atom 5 (H): 0.38, atom 6 (H): -0.37, atom 7 (H): -0.38, atom 8 (H): -0.77, atom 9 (O): -0.63, atom 10 (H): 0.33, atom 11 (H): 0.37, atom 12 (O): -0.63, atom 13 (H): 0.30, atom 14 (H): 0.28, atom 15 (O): -0.65, atom 16 (H): 0.30, atom 17 (H): 0.29, atom 18 (O): -0.70, atom 19 (H): 0.32, atom 20 (H): 0.29, atom 21 (O): -0.71, atom 22 (H): 0.31, atom 23 (H): 0.30, atom 24 (O): -0.69, atom 25 (H): 0.35, atom 26 (H): 0.39, atom 27 (O): -0.70, atom 28 (H): 0.33, atom 29 (H): 0.13, atom 30 (O): -0.66, atom 31 (H): 0.33, atom 32 (H): 0.30, atom 33 (O): -0.67, atom 34 (H): 0.28, atom 35 (H): 0.41, atom 36 (O): -0.64, atom 37 (H): 0.30, atom 38 (H): 0.43, atom 39 (O): -0.63, atom 40 (H): 0.24, atom 41 (H): 0.35, atom 42 (O): -0.72, atom 43 (H): 0.31, atom 44 (H): 0.28, atom 45 (O): -0.69, atom 46 (H): 0.30, atom 47 (H): 0.36, atom 48 (O): -0.63, atom 49 (H): 0.26, atom 50 (H): 0.30, atom 51 (O): -0.73, atom 52 (H): 0.31, atom 53 (H): 0.33